# C15H14AgBN7O3S

A structure of composition C15H14AgBN7O3S (wB97M-V/def2-TZVPD, the Open Molecules 2025 dataset).

Structure (XYZ):
```
42
Properties=species:S:1:pos:R:3:forces:R:3
Ag 0.339236 1.422797 -1.078712 0.0 0.0 0.0
B 1.702589 4.205887 -1.988069 0.0 -0.1 -0.1
N 0.307182 4.062531 -2.673826 0.1 0.0 0.0
C -0.262192 4.816261 -3.621637 0.0 0.0 0.0
C -1.512425 4.297057 -3.911738 0.0 0.0 0.0
C -1.619861 3.188940 -3.067567 0.0 0.0 0.0
N -0.522017 3.062920 -2.327579 -0.1 0.0 0.0
N 2.636992 3.059069 -2.485335 -0.1 0.1 0.0
C 3.702544 3.117751 -3.295023 0.0 0.0 0.0
C 4.208183 1.839468 -3.454328 0.0 0.0 0.0
C 3.357731 1.045518 -2.678270 0.0 0.0 -0.1
N 2.420227 1.789962 -2.100705 0.0 -0.1 0.0
H 2.181934 5.260845 -2.320251 0.0 0.0 0.0
H 1.546743 4.075970 -0.795807 0.0 0.0 0.0
H 0.256015 5.673666 -4.017251 0.0 0.0 0.0
H -2.235703 4.668898 -4.616193 0.0 0.0 0.0
H -2.432921 2.490009 -2.954556 0.0 0.0 0.0
H 4.029480 4.062517 -3.696257 0.0 0.0 0.0
H 5.062854 1.533558 -4.032238 0.0 0.0 0.0
H 3.384852 -0.020146 -2.512712 0.0 0.0 0.0
O -4.718460 -2.745947 3.375576 0.0 0.0 0.0
S -4.622263 -2.620240 4.815628 0.0 0.0 0.0
O -3.920217 -1.444231 5.279439 0.0 0.0 0.0
O -3.242793 -4.212979 5.266441 0.0 0.0 0.0
C -2.249045 -4.398049 4.500185 0.0 0.0 0.0
N -1.617463 -5.611959 4.522414 0.0 0.0 0.0
C -0.621932 -5.776498 3.677657 0.0 0.0 0.0
C -0.184694 -4.809481 2.776153 0.0 0.0 0.0
C -0.864109 -3.600454 2.845419 0.0 0.0 0.0
N -1.848478 -3.384287 3.693058 0.0 0.0 0.0
C -0.558564 -2.445400 1.952601 0.0 0.0 0.0
C 0.608129 -2.349433 1.202432 0.0 0.0 0.0
C 0.803472 -1.249542 0.391594 0.0 0.0 0.0
N -0.085260 -0.255967 0.283602 0.0 0.0 0.0
C -1.206493 -0.346112 1.013395 0.0 0.0 0.0
C -1.480667 -1.406932 1.851806 0.0 0.0 0.0
H -0.131888 -6.747872 3.705774 0.0 0.0 0.0
H 0.611660 -5.007209 2.074540 0.0 0.0 0.0
H 1.372023 -3.112636 1.252774 0.0 0.0 0.0
H 1.708167 -1.145802 -0.194152 0.0 0.0 0.0
H -1.907974 0.471087 0.910273 0.0 0.0 0.0
H -2.394596 -1.453534 2.431445 0.0 0.0 0.0
```
Forces are in eV/Å.

Results
Gap between HOMO and LUMO in eV: 7.85
LUMO level in eV: 2.2658
Electronic energy in Eh: -1759.18345
Total charge: -1
HOMO in eV: -5.59
Spin multiplicity: 1



# C3H3LiO4Sn

A structure of composition C3H3LiO4Sn in a non-equilibrium geometry (wB97M-V/def2-TZVPD, the Open Molecules 2025 dataset).

Structure (XYZ):
```
12
Properties=species:S:1:pos:R:3:forces:R:3
C -1.362472 0.667814 0.781090 0.0 0.8 0.9
C -0.636080 0.657540 -0.532958 -1.8 0.4 -0.2
O 0.749103 0.353235 -0.435733 -2.0 -0.1 2.0
C 1.176343 -0.977273 -0.287384 -1.2 -5.0 1.3
O 0.842302 -1.817409 0.528898 -0.8 2.3 0.1
O 1.976243 -1.226973 -1.215363 1.9 0.7 -1.3
O -0.903759 0.244342 1.819402 -0.1 -0.3 -0.7
H -2.335176 1.196109 0.755117 0.1 -0.3 0.0
H -0.721916 1.652447 -0.987527 0.1 -0.1 0.1
H -1.174598 -0.042770 -1.193185 0.4 0.0 0.0
Sn 2.470748 0.767024 -1.379437 3.5 1.7 -2.5
Li -0.080735 -1.474085 2.147078 0.0 -0.2 0.4
```
Forces are in eV/Å.

Results
Gap between HOMO and LUMO in eV: 9.32
LUMO level in eV: -10.1499
Electronic energy in Eh: -638.29884
Total charge: +2
HOMO in eV: -19.47
Spin multiplicity: 1



# C41H40F5InNO7PSTe

A structure of composition C41H40F5InNO7PSTe (wB97M-V/def2-TZVPD, the Open Molecules 2025 dataset).

Structure (XYZ):
```
98
Properties=species:S:1:pos:R:3:forces:R:3
In 0.556003 -0.204522 -1.211634 -0.1 0.0 0.3
C -0.529847 -4.110105 -5.675710 0.0 0.0 0.0
O -1.638170 -4.610615 -4.949439 0.0 0.0 0.0
C -2.024562 -3.891721 -3.853394 0.0 0.0 0.0
C -3.035395 -4.483232 -3.073623 0.0 0.0 0.0
C -3.455278 -3.823431 -1.947232 0.0 0.0 0.0
C -2.943876 -2.578473 -1.537304 0.0 0.0 -0.1
C -3.360260 -2.015586 -0.244964 0.0 0.0 0.1
C -4.373676 -2.792000 0.599219 0.0 0.0 0.0
O -2.917976 -0.986363 0.236128 -0.1 0.0 -0.1
C -1.923926 -1.969942 -2.343281 0.0 -0.3 0.0
O -1.379979 -0.843147 -2.083217 0.0 0.3 0.1
C -1.484343 -2.682445 -3.500111 0.0 0.0 0.0
H -0.343476 -4.827636 -6.473022 0.0 0.0 0.0
H 0.356155 -4.023452 -5.044491 -0.1 0.0 0.0
H -0.751821 -3.131563 -6.111638 0.0 0.0 0.0
H -3.433468 -5.448167 -3.358298 0.0 0.0 0.0
H -4.200658 -4.310456 -1.332591 0.0 0.0 0.0
H -5.232786 -3.150979 0.031370 0.0 0.0 0.0
H -4.707894 -2.121957 1.388638 0.0 0.0 0.0
H -3.876284 -3.652653 1.053879 0.0 0.0 0.0
H -0.685008 -2.216128 -4.058629 0.0 0.0 0.0
O 0.743569 3.468742 -3.231787 0.0 -0.1 0.0
C 0.090149 2.576863 -2.692179 -0.2 0.2 -0.1
O 0.331549 1.327300 -2.705276 0.4 -0.3 -0.2
C -1.214079 2.955052 -1.988595 -0.1 0.1 0.0
P -1.323108 2.201125 -0.322281 0.0 0.0 0.0
C -3.115549 2.476894 -0.038406 0.0 0.0 0.1
C -3.964837 1.584721 -0.697214 0.0 0.0 0.0
C -5.339529 1.718381 -0.599803 0.0 0.0 0.0
C -5.891460 2.733154 0.173055 0.0 0.0 0.0
C -5.056565 3.620204 0.835419 0.0 0.0 0.0
C -3.676226 3.496674 0.724586 0.0 0.0 0.0
C -0.521143 3.455805 0.737330 0.0 -0.1 0.1
C -0.682302 3.359847 2.123584 0.0 0.0 0.0
C 0.021160 4.189336 2.980910 0.0 0.0 0.0
C 0.923445 5.115009 2.468273 0.0 0.0 0.0
C 1.110872 5.198956 1.097821 0.0 0.0 0.0
C 0.394415 4.377322 0.235339 0.0 0.0 0.0
H -2.025828 2.485350 -2.550705 0.0 0.0 0.0
H -1.362499 4.035695 -1.987618 0.0 0.0 0.0
H -3.528335 0.773517 -1.269382 0.0 0.0 0.0
H -5.982231 1.014263 -1.114569 0.0 0.0 0.0
H -6.967525 2.828827 0.259430 0.0 0.0 0.0
H -5.477132 4.418602 1.436199 0.0 0.0 0.0
H -3.035612 4.206458 1.232971 0.0 0.0 0.0
H -1.353224 2.609873 2.529278 0.0 0.0 0.0
H -0.119821 4.100055 4.052360 0.0 0.0 0.0
H 1.489217 5.753135 3.136797 0.0 0.0 0.0
H 1.832717 5.895971 0.689952 0.0 0.0 0.0
H 0.577945 4.436882 -0.832110 0.0 0.0 0.0
C -1.069202 -5.010869 1.640670 0.0 0.0 0.0
C -0.643462 -4.660128 0.340381 0.0 0.0 0.0
C -0.252115 -3.379423 0.068664 0.0 0.0 0.0
C -0.260192 -2.368460 1.065963 0.0 0.0 0.0
C 0.126228 -1.027889 0.771537 0.0 0.0 0.0
C 0.172399 -0.140479 1.817307 0.0 0.0 0.1
C -0.214622 -0.497817 3.127447 0.0 0.0 0.0
C -0.637135 -1.765365 3.406194 0.0 0.0 0.0
C -0.658727 -2.739072 2.379348 0.0 0.0 0.0
C -1.069841 -4.072251 2.633755 0.0 0.0 0.0
H -1.386564 -6.026669 1.850323 0.0 0.0 0.0
H -0.634727 -5.401570 -0.449504 0.0 0.0 0.0
H 0.081518 -3.120072 -0.928870 0.0 0.0 0.0
H 0.526925 0.868356 1.643034 0.0 0.1 0.0
H -0.182357 0.248826 3.918303 0.0 0.0 0.0
H -0.949138 -2.047999 4.406965 0.0 0.0 0.0
H -1.382990 -4.334662 3.640015 0.0 0.0 0.0
C 3.514810 1.745716 -2.295010 0.0 0.0 0.0
C 3.444369 1.268376 -0.847852 0.0 -0.1 0.0
C 3.839899 2.403226 0.099955 0.0 0.0 0.0
O 2.199209 0.791853 -0.458178 0.0 0.2 0.0
H 4.546388 2.003715 -2.562405 0.0 0.0 0.0
H 2.874397 2.613455 -2.453724 0.0 0.0 0.0
H 3.175944 0.962165 -2.969913 0.0 0.0 0.0
H 4.198234 0.466501 -0.727492 0.0 0.0 0.0
H 3.122895 3.223535 -0.002424 0.0 0.0 0.0
H 4.844665 2.783358 -0.118383 0.0 0.0 0.0
H 3.807688 2.046118 1.131833 0.0 0.0 0.0
S 3.713870 -0.839623 2.270331 0.1 -0.2 0.1
C 4.068317 0.332826 3.358512 -0.1 0.2 -0.1
N 5.376088 0.639504 3.698372 0.0 0.0 0.0
C 5.754751 1.634603 4.543086 0.0 0.0 0.0
C 4.833248 2.420284 5.141927 0.0 0.0 0.0
C 3.457013 2.175323 4.842629 0.0 0.0 0.0
C 3.092673 1.184303 3.997382 0.0 0.0 0.0
H 6.068300 0.072024 3.231801 0.0 0.0 0.0
H 6.819906 1.747763 4.689064 0.0 0.0 0.0
H 5.140409 3.212656 5.807308 0.0 0.0 0.0
H 2.694673 2.801996 5.289642 0.0 0.0 0.0
H 2.059407 0.995153 3.741378 0.0 0.0 0.0
F 4.041628 -1.344462 -3.173131 0.0 0.0 0.0
Te 2.819153 -2.745708 -3.074801 0.1 0.0 0.0
F 1.874074 -4.359615 -3.155192 0.0 0.0 0.0
F 3.566779 -3.281964 -1.454414 0.0 0.0 0.0
F 4.204978 -3.750610 -3.839560 0.0 0.0 0.0
F 2.332915 -2.431331 -4.858402 0.0 0.0 0.0
O 1.455815 -1.835036 -2.377910 0.0 0.0 -0.2
```
Forces are in eV/Å.

Results
Gap between HOMO and LUMO in eV: 6.20
LUMO level in eV: 3.7464
Relative energy (zero: lowest compared OMol25 entry of this formula, charge and spin) in kcal/mol: 41.54
Electronic energy in Eh: -3864.99820
Total charge: -2
HOMO in eV: -2.46
Spin multiplicity: 1